Here is C4H6N2O2 as an isolated structure at a distorted geometry from the OMol25 dataset. Energies are from ωB97M-V with the def2-TZVPD basis set.

CARTESIAN COORDINATES (ANGSTROEM)
C: 0.267894 -0.171990 0.499869
C: -1.231147 -1.300957 -0.151417
C: -1.903554 -0.164196 0.026426
C: -0.861397 0.836123 0.534349
H: 2.427337 -1.158315 -0.615524
H: 3.171242 0.668554 -0.516579
H: -1.698988 -2.245293 -0.462542
H: -2.834786 0.094531 -0.267807
H: -1.553030 1.200595 1.590853
H: 0.791240 1.626134 -0.859986
N: 2.670709 -0.229826 0.015890
N: 1.415637 0.399771 0.413298
O: -0.039273 -1.419009 0.123669
O: -0.621885 1.863883 -0.330496

Forces on atoms 1 to 2 (eV/Å):
C 4.8 3.7 0.9
C -10.9 -2.1 -2.7

Results
- molar mass (g/mol) = 114.10
- Kohn-Sham gap (eV) = 8.73
- HOMO energy (eV) = -8.89
- lowest unoccupied orbital energy (eV) = -0.16



Here is C11H16BCoN6OS5 as an isolated structure at a distorted geometry from the OMol25 dataset. Energies are from ωB97M-V with the def2-TZVPD basis set.

CARTESIAN COORDINATES (ANGSTROEM)
Co: 0.444047 -0.275771 0.859346
C: 2.565280 1.125720 -2.394810
C: 2.344206 0.104379 -1.452443
N: 1.199577 0.351554 -0.779979
N: 0.663398 1.562846 -1.247303
C: 1.450094 2.012968 -2.201224
B: -0.433917 2.315012 -0.358086
N: 0.157195 2.706600 1.008531
C: 0.688568 3.871024 1.486854
C: 1.398836 3.601385 2.644929
C: 1.306711 2.194603 2.833399
N: 0.576584 1.662853 1.832515
N: -1.673693 1.412695 -0.207672
C: -3.016092 1.655843 -0.155835
C: -3.661812 0.467459 0.307225
C: -2.630043 -0.462136 0.575105
N: -1.450395 0.108919 0.209494
H: 3.385175 1.166158 -3.098827
H: 2.877469 -0.822194 -1.266529
H: 1.218595 2.954203 -2.740313
H: -0.681321 3.370859 -0.885351
H: 0.532611 4.847739 1.041339
H: 1.970145 4.218006 3.301283
H: 1.726908 1.560436 3.620733
H: -3.437084 2.617269 -0.420832
H: -4.718209 0.290286 0.535647
H: -2.700874 -1.469995 0.952221
S: 1.813770 -2.445736 1.925066
S: 2.510581 -2.043589 3.711141
S: 0.512841 -1.040045 4.402107
S: -0.218800 -1.535051 2.628839
C: 0.755139 -4.381764 -1.642046
S: -0.393153 -3.215677 -0.810583
C: -1.531863 -2.765188 -2.130118
O: -1.142444 -3.839623 0.287066
H: 0.268965 -5.372892 -1.451305
H: 1.713074 -4.360036 -1.088993
H: 0.939388 -4.146960 -2.715222
H: -1.111634 -3.047378 -3.102191
H: -1.716580 -1.692232 -2.074401
H: -2.501238 -3.262547 -1.938777

Forces on atoms 1 to 2 (eV/Å):
Co -0.1 -0.5 1.1
C -1.4 0.5 0.5

Results
- ⟨S²⟩ = 3.78
- molar mass (g/mol) = 478.37
- charge = -1
- multiplicity = 4
- Kohn-Sham gap (alpha / beta) (eV) = 5.08 / 5.56
- HOMO energy (alpha / beta) (eV) = -2.55 / -3.16
- lowest unoccupied orbital energy (alpha / beta) (eV) = 2.53 / 2.40



Here is the molecule C5H8ClNO2S2 at a distorted geometry from the OMol25 dataset. Energies are from ωB97M-V with the def2-TZVPD basis set.

CARTESIAN COORDINATES (ANGSTROEM)
C: -0.419057 -1.907406 -1.275681
C: -0.768571 -1.772118 -0.010351
C: 0.692672 0.742001 -0.959318
C: -1.129431 -1.817703 1.199712
C: -0.672094 1.290882 -0.610812
N: 1.488437 0.499924 0.150245
O: 3.303225 0.816151 1.581956
O: 3.763781 1.374458 -0.816057
S: 0.575354 -0.661270 -2.067830
S: 3.038073 0.550657 0.064475
Cl: 3.862470 -1.226622 -0.039263
H: -0.915761 -2.527679 -1.988729
H: 1.106893 1.547709 -1.567557
H: -0.702182 -2.519157 1.841131
H: -1.853046 -1.159985 1.650122
H: 2.564362 0.342346 2.025714
H: -1.225372 0.614549 -0.117214
H: -1.080572 1.454917 -1.516615
H: -0.409496 2.168410 -0.167789

Forces on atoms 1 to 2 (eV/Å):
C 0.0 2.1 1.4
C 0.5 -1.1 -3.6

Results
- molar mass (g/mol) = 213.71
- Kohn-Sham gap (eV) = 8.54
- HOMO energy (eV) = -8.20
- SMILES = C=C=CS[C@@H](C)N=[S@@](=O)(O)Cl
- lowest unoccupied orbital energy (eV) = 0.33



Here is C42H67BF4Ge2N7O3P2STi as an isolated structure from the OMol25 dataset. Energies are from ωB97M-V with the def2-TZVPD basis set.

CARTESIAN COORDINATES (ANGSTROEM)
Ti: -0.782409 -0.426824 -0.109649
C: 2.731459 -1.708750 3.813454
C: 2.256662 -1.731774 2.359460
Ge: 1.665063 0.057722 1.779651
C: 2.991446 0.525144 0.397785
C: 4.315837 0.751019 1.136643
C: 1.694556 1.372718 3.178072
C: 0.588360 2.085214 3.348577
Ge: -0.942774 1.377646 2.328074
C: -2.144892 0.451771 3.609075
C: -1.871223 0.890636 5.049861
C: -2.030236 2.882312 1.604599
C: -2.929447 3.491557 2.685592
C: 0.524946 3.226055 4.295679
C: 0.888707 3.045977 5.630579
C: 0.868367 4.110508 6.517262
C: 0.495299 5.374607 6.081221
C: 0.147224 5.568097 4.752728
C: 0.156713 4.499518 3.868139
H: 3.091969 -2.691322 4.121466
H: 1.930009 -1.418916 4.495563
H: 3.548794 -1.000991 3.958572
H: 1.511024 -2.502364 2.211920
H: 3.073411 -1.973270 1.673595
H: 2.715491 1.404474 -0.174861
H: 3.038750 -0.337354 -0.262762
H: 4.268915 1.610135 1.807020
H: 5.119229 0.943838 0.423007
H: 4.614812 -0.118336 1.726704
H: 2.600326 1.612664 3.734645
H: -2.039647 -0.624516 3.527976
H: -3.173230 0.684599 3.331707
H: -0.872752 0.589462 5.371458
H: -2.592082 0.438867 5.733338
H: -1.935722 1.972193 5.169115
H: -2.629234 2.546828 0.760709
H: -1.340009 3.636551 1.222931
H: -3.681453 2.787320 3.042516
H: -3.463870 4.356779 2.288673
H: -2.363650 3.827616 3.553340
H: 1.177327 2.059751 5.974333
H: 1.145947 3.953614 7.551119
H: 0.481159 6.205587 6.773267
H: -0.128842 6.554069 4.402554
H: -0.099765 4.664728 2.828344
C: -0.293521 -4.009104 0.855386
P: -1.073446 -2.518274 1.540252
C: -0.684726 -2.602161 3.338179
C: -2.835989 -3.041983 1.472911
C: -3.823245 -1.891408 1.660549
P: -3.471793 -0.613226 0.392223
C: -4.257232 -1.435865 -1.040148
C: -4.655555 0.725472 0.747030
H: -0.595082 -4.882942 1.436093
H: 0.792241 -3.934567 0.876322
H: -0.607741 -4.151709 -0.177589
H: -1.589992 -2.831338 3.900607
H: -0.265605 -1.667935 3.707870
H: 0.034729 -3.397330 3.526877
H: -2.988686 -3.829741 2.213138
H: -2.970103 -3.504707 0.492257
H: -3.755342 -1.455966 2.655687
H: -4.849817 -2.239547 1.524814
H: -5.326539 -1.537793 -0.847673
H: -3.825061 -2.425295 -1.168835
H: -4.123300 -0.907853 -1.979727
H: -5.640056 0.296178 0.938509
H: -4.728406 1.392424 -0.112647
H: -4.347738 1.312385 1.607361
F: -0.597857 -3.466037 -3.430622
B: -1.841785 -3.308915 -3.032668
F: -2.406265 -4.121008 -2.164116
F: -2.569400 -2.348963 -3.594707
F: -1.208846 -1.860400 -1.230312
C: 2.624164 -0.035569 -3.187769
S: 1.138417 -0.870902 -2.673043
C: 0.007781 -0.136929 -3.839657
O: 0.817386 -0.188090 -1.319957
H: 2.481770 1.040226 -3.095416
H: 2.800827 -0.296843 -4.230975
H: 3.429897 -0.404741 -2.560826
H: 0.302851 -0.493375 -4.827267
H: 0.079232 0.947040 -3.782016
H: -0.990689 -0.502748 -3.613080
C: 0.595701 2.899897 -0.639372
C: -0.669130 2.525130 -1.317303
N: -1.406407 1.436914 -1.118874
C: -2.487498 1.534404 -1.981251
C: -2.408414 2.684197 -2.683588
N: -1.253144 3.305602 -2.257620
C: -0.640976 4.458091 -2.894766
N: 0.136157 4.062839 -4.046557
N: 1.129468 3.159371 -3.883169
N: 1.700031 2.941465 -5.006698
C: 1.097052 3.726714 -5.962412
C: 1.357449 3.856758 -7.332834
C: 0.566053 4.728703 -8.035572
C: -0.464640 5.464334 -7.406467
C: -0.732106 5.350933 -6.063225
C: 0.078816 4.459650 -5.353068
H: 0.754790 2.276901 0.235457
H: 0.570895 3.938473 -0.306556
H: 1.426338 2.776492 -1.331467
H: -3.247511 0.779681 -2.035985
H: -3.052388 3.114130 -3.430925
H: -0.013576 4.971588 -2.169566
H: -1.421586 5.138214 -3.224945
H: 2.152453 3.295317 -7.803264
H: 0.730603 4.867369 -9.094950
H: -1.057493 6.143121 -8.004457
H: -1.515901 5.930545 -5.594584
O: 0.290286 -8.181416 0.366257
C: 0.763696 -8.244985 -0.969067
N: 1.823434 -7.286842 -1.105296
C: 1.550028 -5.989228 -1.403299
O: 0.442229 -5.599373 -1.724728
C: 2.697073 -5.020755 -1.314023
C: 4.040354 -5.361438 -1.233196
C: 4.982437 -4.352772 -1.122113
C: 4.546342 -3.038219 -1.083420
N: 3.260345 -2.689128 -1.176450
C: 2.370656 -3.670881 -1.305305
H: -0.322447 -8.909451 0.516298
H: -0.016688 -7.979819 -1.681387
H: 1.158719 -9.236048 -1.198817
H: 2.688755 -7.503929 -0.640122
H: 4.369092 -6.391891 -1.281335
H: 6.037373 -4.580675 -1.066818
H: 5.257618 -2.227027 -0.968161
H: 1.329565 -3.388621 -1.415065

Forces on atoms 1 to 2 (eV/Å):
Ti -0.2 0.0 -0.4
C 0.0 0.0 0.0

Results
- ⟨S²⟩ = 0.76
- molar mass (g/mol) = 1091.95
- charge = +2
- multiplicity = 2
- Kohn-Sham gap (alpha / beta) (eV) = 7.36 / 6.79
- HOMO energy (alpha / beta) (eV) = -12.61 / -12.59
- lowest unoccupied orbital energy (alpha / beta) (eV) = -5.25 / -5.80



Here is a 8-piece molecular cluster, C16H34Br14O overall at a distorted geometry from the OMol25 dataset. Energies are from ωB97M-V with the def2-TZVPD basis set.

CARTESIAN COORDINATES (ANGSTROEM)
Br: -2.097613 2.436688 -0.044101
C: -3.788843 1.592849 0.371759
C: -4.854911 2.686891 0.308813
Br: -6.554043 2.060095 0.860214
H: -3.551411 1.099370 1.321900
H: -3.918985 0.790461 -0.358737
H: -4.917569 3.067934 -0.693653
H: -4.600224 3.500432 0.978451
Br: 5.531345 -2.002545 0.309736
C: 5.260810 -0.634460 1.663070
C: 4.239936 0.337491 1.251918
Br: 4.701937 2.129016 2.027217
H: 6.173295 -0.096214 1.760727
H: 4.885487 -1.053811 2.594366
H: 3.236381 0.129326 1.724680
H: 4.082634 0.437913 0.212038
Br: -5.279691 1.907604 -3.097891
C: -4.631705 0.109633 -3.274896
C: -3.215138 0.108212 -3.903311
Br: -2.522901 -1.692259 -4.268038
H: -5.372074 -0.271215 -3.967743
H: -4.667002 -0.405654 -2.309098
H: -2.519772 0.600276 -3.257339
H: -3.306095 0.583001 -4.913780
Br: 0.504759 5.125834 -4.348711
C: 0.436956 3.151421 -4.280167
C: 1.839235 2.602303 -4.343273
Br: 1.720347 0.684734 -4.196882
H: -0.329862 2.866662 -5.039968
H: -0.060394 2.948026 -3.345512
H: 2.231995 3.013458 -3.447568
H: 2.289325 2.782283 -5.290987
Br: -1.951588 -2.116160 4.272117
C: -0.341597 -1.752364 5.297172
C: 0.907018 -1.456725 4.458721
Br: 0.603930 0.208395 3.421572
H: -0.251028 -2.688294 5.864943
H: -0.557468 -0.904460 5.939820
H: 1.113401 -2.242347 3.712002
H: 1.696329 -1.096251 5.091727
Br: 1.588989 2.057792 -0.293808
C: 1.585648 3.781279 0.572319
C: 2.667878 4.668680 0.009258
Br: 2.797769 6.239746 1.167877
H: 1.689756 3.530964 1.591336
H: 0.595998 4.158273 0.469880
H: 2.484485 4.995375 -0.993963
H: 3.662593 4.202277 0.071973
Br: 1.791365 -1.429690 -1.039524
C: 0.027718 -1.371828 -0.146699
C: -0.871777 -2.365167 -0.820955
Br: -2.630188 -2.380431 0.036984
H: -0.339220 -0.370608 -0.223842
H: 0.199994 -1.585066 0.888087
H: -0.512817 -3.403257 -0.709922
H: -1.109197 -2.052738 -1.828312
C: 1.177013 -5.573164 0.683943
C: 0.085837 -5.338620 1.773658
O: -0.261812 -4.003642 1.767576
H: 2.023537 -4.917220 0.922346
H: 0.996857 -5.311174 -0.358192
H: 1.501761 -6.594771 0.767500
H: 0.455316 -5.657438 2.776620
H: -0.747991 -5.999200 1.502852
H: -1.024743 -3.827928 2.351706

Forces on atoms 1 to 2 (eV/Å):
Br 0.5 0.1 -0.4
C 0.1 -0.3 0.0

Results
- molar mass (g/mol) = 1361.10
- Kohn-Sham gap (eV) = 10.11
- HOMO energy (eV) = -9.91
- SMILES = BrCCBr.BrCCBr.BrCCBr.BrCCBr.BrCCBr.BrCCBr.BrCCBr.CCO
- lowest unoccupied orbital energy (eV) = 0.20



no.,electronic energy (a.u.)
1,-415.73294
2,-4231.16251
3,-1656.96055
4,-8757.95221
5,-36741.46838